A molecular structure, C47H60BGeN6PS3W, computed with wB97M-V/def2-TZVPD.

```
120
C47H60BGeN6PS3W | the OMol25 dataset | wB97M-V/def2-TZVPD
W 0.8581 0.1797 1.0509
C -4.5694 2.1821 0.1775
C -3.8609 3.5250 0.3558
C -4.7557 4.6257 -0.2102
C -3.6096 3.8393 1.8347
N -2.5707 3.5148 -0.4069
C -2.3093 4.3403 -1.4979
C -1.0651 4.0738 -1.9134
N -0.5373 3.0817 -1.0978
B 0.9301 2.6340 -1.3608
N 0.9743 1.6139 -2.5095
C 1.4590 1.9664 -3.7530
C 1.2960 0.9172 -4.5733
N 0.7136 -0.1050 -3.8273
C 0.5247 0.3503 -2.5563
S -0.1496 -0.5092 -1.2417
C 0.3939 -1.4638 -4.3790
C 1.2136 -2.5207 -3.6379
C -1.1086 -1.7362 -4.2784
C 0.7827 -1.4983 -5.8553
N 1.6178 2.2166 -0.0118
C 1.7061 3.2902 0.9037
C 2.9066 3.2733 1.4666
N 3.6257 2.1861 0.9599
C 2.8358 1.5250 0.0523
S 3.2768 0.2608 -0.9841
C 5.1054 2.0343 1.1503
C 5.4994 2.7893 2.4197
C 5.8158 2.6524 -0.0545
C 5.5034 0.5698 1.3206
C -1.4649 2.7369 -0.1761
S -1.3601 1.5463 1.0409
H -5.5035 2.1884 0.7450
H -3.9556 1.3576 0.5339
H -4.8012 2.0122 -0.8773
H -5.6883 4.6204 0.3520
H -5.0019 4.4530 -1.2601
H -4.3009 5.6131 -0.1005
H -4.5650 4.0485 2.3195
H -2.9735 4.7237 1.9317
H -3.1298 3.0112 2.3494
H -3.0219 5.0407 -1.8908
H -0.4951 4.5037 -2.7214
H 1.5214 3.6076 -1.7636
H 1.8931 2.9350 -3.9419
H 1.5508 0.8181 -5.6114
H 0.9367 -2.5659 -2.5874
H 2.2801 -2.2909 -3.7089
H 1.0313 -3.4997 -4.0870
H -1.4456 -1.7554 -3.2439
H -1.3265 -2.7065 -4.7313
H -1.6700 -0.9654 -4.8140
H 1.8547 -1.3400 -5.9946
H 0.2276 -0.7609 -6.4399
H 0.5378 -2.4861 -6.2441
H 0.8779 3.9608 1.0591
H 3.2855 3.8993 2.2539
H 5.3440 3.8660 2.3265
H 6.5616 2.6258 2.5969
H 4.9451 2.4181 3.2876
H 5.5922 3.7202 -0.1291
H 5.5018 2.1571 -0.9736
H 6.8962 2.5253 0.0542
H 4.7429 0.0377 1.8792
H 6.4482 0.5136 1.8676
H 5.6222 0.0690 0.3657
C 0.3116 -5.9562 -0.2101
C -0.5920 -5.7982 0.8320
C -0.7614 -4.5521 1.4193
C -0.0135 -3.4548 0.9919
C 0.8807 -3.6214 -0.0630
C 1.0382 -4.8649 -0.6645
P -0.2200 -1.8129 1.8002
C -2.0563 -1.6959 1.7286
C -2.7376 -0.9976 2.7262
C -4.1045 -0.7825 2.6300
C -4.8051 -1.2389 1.5210
C -4.1322 -1.9115 0.5103
C -2.7659 -2.1446 0.6158
C 0.0685 -1.9034 3.5942
C -0.5598 -2.7465 4.5023
C -0.3691 -2.5443 5.8653
C 0.3252 -1.4315 6.3146
C 0.8926 -0.5240 5.4131
C 1.3110 0.8047 5.8737
C 1.1204 1.9703 5.2086
C 0.6582 2.1416 3.8380
C 0.9012 1.2028 2.9057
C 0.8725 -0.8585 4.0492
H 0.4477 -6.9309 -0.6651
H -1.1647 -6.6459 1.1901
H -1.4916 -4.4304 2.2111
H 1.4676 -2.7754 -0.3976
H 1.7430 -4.9810 -1.4811
H -2.1904 -0.6212 3.5842
H -4.6244 -0.2487 3.4178
H -5.8731 -1.0677 1.4435
H -4.6739 -2.2615 -0.3610
H -2.2491 -2.6765 -0.1740
H -1.2000 -3.5496 4.1604
H -0.8200 -3.2246 6.5787
H 0.3749 -1.2197 7.3788
H 1.5993 0.8694 6.9195
H 1.2648 2.8835 5.7835
H 0.1344 3.0669 3.5984
C 4.0170 -1.8668 3.6440
Ge 2.9524 -2.3202 2.0069
C 2.3858 -4.1328 2.6325
C 4.3244 -2.8427 0.6521
C 1.6350 0.0034 3.1065
H 4.7265 -2.6923 3.7681
H 3.3563 -1.8501 4.5171
H 4.5768 -0.9361 3.6205
H 3.1569 -4.4770 3.3302
H 2.3349 -4.8271 1.7885
H 1.4268 -4.1385 3.1500
H 3.9501 -3.6984 0.0832
H 5.2264 -3.1437 1.1950
H 4.5729 -2.0361 -0.0422
H 2.6811 0.1391 3.3807
```

Properties
E (eV): -159467.689
E_HOMO (spin up / spin down) (Ha): -0.2076 / -0.2167
Spin multiplicity: 3
Lowest unoccupied orbital energy (spin up / spin down) (eV): 0.48 / -0.05
Total charge: 0
Expectation value of S²: 2.040